Formula: C10H10N2O2S
Source: OMol25
Level of theory: wB97M-V/def2-TZVPD

The geometry in XYZ format:
```
25
Properties=species:S:1:pos:R:3:forces:R:3:lowdin_charge:R:1
C 3.80384 1.38216 -0.50372 0.14 -0.33 -0.02 -0.037
C 3.57353 0.12720 0.06888 2.70 2.09 2.18 0.002
C 2.58641 1.76479 -1.10302 -0.64 -2.35 -0.43 -0.021
C 2.23792 -0.19323 -0.20066 0.05 -1.38 -0.39 -0.280
C 0.75965 -2.32141 0.14227 1.67 1.27 -0.61 -0.135
C 1.70912 -1.40073 0.03151 -1.58 -1.37 0.22 0.127
C -3.62105 -0.85810 0.57312 0.63 -0.48 0.09 -0.365
C -1.94715 0.95379 -0.00038 0.51 -1.15 -1.52 -0.569
C -0.51396 -1.82677 0.74051 0.11 -2.87 -1.58 -0.356
C -2.42565 -0.39040 -0.01048 -1.17 0.41 -0.52 -0.561
N 1.66506 0.79635 -1.03359 2.80 -0.96 1.67 0.151
N -2.81588 1.92001 0.31461 -3.31 -2.26 1.36 0.179
O -4.51043 -0.18912 1.11807 0.18 -0.48 -0.15 -0.064
O -0.77428 1.14190 -0.43374 -0.40 1.42 0.73 -0.108
S -1.45135 -1.52758 -0.85666 -0.09 -0.34 1.02 0.959
H 4.71746 2.00046 -0.58061 -0.72 -0.68 0.34 0.119
H 4.31462 -0.30391 0.85063 -1.66 0.16 -1.88 0.162
H 2.42474 2.53485 -1.76408 -0.46 2.09 -0.90 0.111
H 0.76677 -3.22909 -0.44266 0.20 -0.21 0.02 0.118
H -3.54396 -2.00054 0.52602 -1.19 0.79 0.31 0.101
H -1.09933 -2.57981 1.31627 0.68 1.05 0.05 0.108
H -0.25430 -0.87434 1.05896 -0.58 1.62 1.47 0.052
H 0.66153 0.65365 -1.10294 -1.40 1.21 -0.54 0.094
H -3.76037 1.61465 0.79396 2.46 0.33 -1.32 0.150
H -2.50293 2.80519 0.49775 1.06 2.45 0.38 0.063
```
Positions in Å, forces in eV/Å.

Summary:
Total charge   0
ΔE to the lowest compared entry with this formula, charge and spin   94.2 kcal per mole
2S+1   1
Frontier orbital gap   5.33 eV